Arrangement a

Computed, not measured: a cluster of 2 separate species, C9H9N3O in total, with ωB97M-V with the def2-TZVPD basis set.

LUMO energy, eV: -0.505
HOMO-LUMO gap, eV: 8.173

ORCA input file:
```
! wB97M-V def2-TZVPD RIJCOSX def2/J DEFGRID3
* xyz 0 1
C 1.5153 0.8453 -2.4583
C 1.7726 -0.5058 -2.0111
C 0.9641 1.7770 -1.6645
C 1.6036 -0.8111 -0.7230
C 0.7042 1.4573 -0.3126
C -2.5465 -0.3034 1.1958
C -2.4582 -0.7890 -0.0773
C 1.0503 0.2146 0.2395
C -1.1070 -1.9961 1.1125
N -1.6031 -1.0329 1.8949
N 0.5317 0.6384 2.4219
N 1.1196 -0.1092 1.5390
O -1.5736 -1.7378 -0.1489
H 1.6856 1.2392 -3.4458
H 2.1915 -1.2755 -2.6430
H 1.0359 2.7530 -2.0878
H 1.7039 -1.8512 -0.3720
H 0.5167 2.2002 0.5258
H -3.1611 0.4882 1.7371
H -3.0697 -0.3463 -0.9569
H -1.5599 -1.0728 2.9105
H 0.6842 0.2178 3.3239
*
```

Löwdin population analysis, charges in e, atoms 1 to 8: atom 1 (C): -0.083, atom 2 (C): -0.082, atom 3 (C): -0.104, atom 4 (C): -0.020, atom 5 (C): -0.009, atom 6 (C): -0.099, atom 7 (C): -0.193, atom 8 (C): -0.313

Arrangement b

Computed, not measured: the molecule C9H9N3O, with ωB97M-V with the def2-TZVPD basis set.

LUMO energy, eV: 0.570
HOMO-LUMO gap, eV: 9.792

ORCA input file:
```
! wB97M-V def2-TZVPD RIJCOSX def2/J DEFGRID3
* xyz 0 1
C 1.3298 -1.5600 0.5555
C 1.8473 -0.2690 -0.0897
C 3.1645 -0.1262 0.5321
N 4.2231 0.1180 0.8927
O 1.5782 -0.1379 -1.4476
C 0.8160 0.7471 -0.7313
N 1.2839 2.1118 -0.8665
C -0.5624 0.5054 -0.3249
C -1.2820 -0.5022 -0.9622
C -2.5869 -0.7383 -0.5193
C -3.0644 -0.0690 0.5388
C -2.2837 1.0074 1.0278
N -1.0796 1.3149 0.5537
H 0.4080 -1.9561 0.1491
H 1.3407 -1.5198 1.6216
H 1.9341 -2.4260 0.2321
H 2.1699 2.1894 -1.4405
H 1.4724 2.6002 0.0486
H -1.0012 -1.0339 -1.8753
H -3.1787 -1.6357 -0.7990
H -3.9492 -0.3672 1.1292
H -2.5797 1.7474 1.7750
*
```

Löwdin population analysis, charges in e, atoms 1 to 8: atom 1 (C): -0.016, atom 2 (C): -0.364, atom 3 (C): -0.148, atom 4 (N): 0.173, atom 5 (O): 0.080, atom 6 (C): -0.394, atom 7 (N): 0.104, atom 8 (C): -0.265

Of them, the most stable is arrangement b and the least stable is arrangement a.

Arrangement a

Computed, not measured: the molecule C4H8BrNO, with ωB97M-V with the def2-TZVPD basis set.

LUMO energy, eV: -0.711
HOMO-LUMO gap, eV: 8.299

ORCA input file:
```
! wB97M-V def2-TZVPD RIJCOSX def2/J DEFGRID3
* xyz 0 1
C -0.5133 1.0591 -1.0526
C 0.0608 -0.1991 -0.5788
C 1.4231 -0.1639 0.0059
Br -0.1794 -1.7704 -1.9200
C -1.0522 -0.7631 0.8426
N -1.0080 0.3147 1.7244
O 0.0156 0.5405 2.3842
H -1.4301 0.7769 -1.5875
H -0.3545 1.8991 -0.4235
H 0.2637 1.3525 -1.8924
H 1.3758 0.2355 1.0469
H 1.7605 -1.1963 0.4398
H 2.2285 0.3001 -0.5950
H -2.0740 -0.8097 0.3973
H -0.5166 -1.5759 1.2086
*
```

Löwdin population analysis, charges in e, atoms 1 to 8: atom 1 (C): -0.149, atom 2 (C): -0.754, atom 3 (C): -0.160, atom 4 (Br): 0.587, atom 5 (C): -0.140, atom 6 (N): -0.094, atom 7 (O): -0.044, atom 8 (H): 0.080

Arrangement b

Computed, not measured: the molecule C4H8BrNO, with ωB97M-V with the def2-TZVPD basis set.

LUMO energy, eV: 0.635
HOMO-LUMO gap, eV: 9.759

ORCA input file:
```
! wB97M-V def2-TZVPD RIJCOSX def2/J DEFGRID3
* xyz 0 1
C -0.4922 -0.9930 1.4248
C -0.4628 -0.3319 0.0782
C -1.2504 0.9301 -0.2816
Br -0.6903 -1.6370 -1.3701
C 1.2985 0.2787 -0.0190
N 1.8005 0.2498 -1.2226
O 1.7524 0.8556 0.9487
H 0.2307 -0.6205 2.0413
H -1.4511 -0.8585 1.8819
H -0.5772 -2.0231 1.3156
H -2.2980 0.6341 -0.3700
H -0.9825 1.6906 0.4500
H -0.9759 1.3296 -1.1822
H 1.5249 -0.3195 -2.0701
H 2.5736 0.8151 -1.6248
*
```

Löwdin population analysis, charges in e, atoms 1 to 8: atom 1 (C): -0.119, atom 2 (C): -0.724, atom 3 (C): -0.125, atom 4 (Br): 0.708, atom 5 (C): -0.502, atom 6 (N): 0.114, atom 7 (O): 0.045, atom 8 (H): 0.048

Arrangement c

Computed, not measured: a cluster of 2 separate species, C4H8BrNO in total, with ωB97M-V with the def2-TZVPD basis set.

LUMO energy (alpha / beta), eV: 0.100 / -0.423
HOMO-LUMO gap (alpha / beta), eV: 8.024 / 8.386

ORCA input file:
```
! wB97M-V def2-TZVPD RIJCOSX def2/J DEFGRID3
* xyz 0 1
C 0.6658 -0.1336 -0.5808
C 1.7353 -0.0367 0.5461
C -1.3309 1.1352 0.9452
C -0.3637 -1.1882 -0.3660
N 0.7056 0.6725 -1.5781
O -1.3853 -1.2814 -1.2509
Br -0.1276 -2.7354 0.6788
H 2.1068 1.0786 0.6020
H 1.3118 -0.1420 1.5113
H 2.3329 -0.8072 0.3252
H -1.1911 0.8810 2.0629
H -0.6799 1.7345 0.5221
H -2.2123 0.8039 0.5534
H -0.0228 0.4154 -2.2949
H -1.5445 -0.3965 -1.6764
*
```

Löwdin population analysis, charges in e, atoms 1 to 8: atom 1 (C): -0.500, atom 2 (C): -0.065, atom 3 (C): 0.117, atom 4 (C): -0.743, atom 5 (N): 0.115, atom 6 (O): -0.063, atom 7 (Br): 0.814, atom 8 (H): 0.129

Of them, the most stable is arrangement b and the least stable is arrangement c.

Arrangement a

Computed, not measured: a cluster of 2 separate species, C4H10N3O in total, with ωB97M-V with the def2-TZVPD basis set.

LUMO energy (alpha / beta), eV: -3.079 / -6.285
HOMO-LUMO gap (alpha / beta), eV: 7.293 / 8.612

ORCA input file:
```
! wB97M-V def2-TZVPD RIJCOSX def2/J DEFGRID3
* xyz 1 3
C -2.0347 0.4066 -0.0490
C 1.6945 1.1162 0.0036
C 2.2127 -0.2616 0.0960
C 0.8755 -0.1056 -0.4231
N -1.9033 1.6565 0.2453
N -0.1573 -0.5305 0.3862
N -0.6627 -1.8861 0.0981
O -2.7682 -0.5217 -0.1986
H 1.1282 1.5145 0.9426
H 1.9676 1.9803 -0.6265
H 2.9119 -0.5176 -0.7305
H 2.4190 -0.6706 1.0796
H 0.7319 -0.3583 -1.4562
H -0.9860 2.0540 0.3104
H -2.6968 2.2550 0.3326
H -0.4963 -2.1492 -0.8892
H -1.7809 -1.6219 -0.0794
H -0.4550 -2.3598 0.9582
*
```

Löwdin population analysis, charges in e, atoms 1 to 8: atom 1 (C): -0.364, atom 2 (C): -0.060, atom 3 (C): -0.092, atom 4 (C): -0.390, atom 5 (N): 0.202, atom 6 (N): 0.048, atom 7 (N): 0.171, atom 8 (O): 0.089

Arrangement b

Computed, not measured: the ion C4H10N3O with charge +1, with ωB97M-V with the def2-TZVPD basis set.

LUMO energy (alpha / beta), eV: -3.028 / -8.342
HOMO-LUMO gap (alpha / beta), eV: 7.658 / 5.093

ORCA input file:
```
! wB97M-V def2-TZVPD RIJCOSX def2/J DEFGRID3
* xyz 1 3
C 0.4539 -0.2031 1.8802
C -0.7272 -0.8562 1.0856
C -0.3576 -0.8471 -0.4220
C -0.2392 0.5004 -0.9541
N 0.7361 -0.4517 3.1673
N 0.5854 0.7855 -1.9512
N 0.7092 2.0007 -2.6501
O 1.1318 0.5000 1.1757
H -1.0259 -1.8803 1.3587
H -1.6895 -0.4121 1.3094
H 0.6399 -1.4021 -0.3917
H -1.0764 -1.4395 -0.9802
H -0.9087 1.4143 -0.5772
H 1.4597 0.0857 3.5249
H 1.3812 2.7471 -2.3349
H 1.0209 1.7093 -3.5533
H 0.0526 -0.8317 3.8537
H 1.0902 0.0039 -2.3485
*
```

Löwdin population analysis, charges in e, atoms 1 to 8: atom 1 (C): -0.495, atom 2 (C): -0.087, atom 3 (C): -0.202, atom 4 (C): -0.172, atom 5 (N): 0.203, atom 6 (N): 0.030, atom 7 (N): 0.224, atom 8 (O): 0.075

Of them, the most stable is arrangement b and the least stable is arrangement a.

Arrangement a

Computed, not measured: a cluster of 7 separate species, C11H19Cl10FO6 in total, with ωB97M-V with the def2-TZVPD basis set.

LUMO energy, eV: 0.087
HOMO-LUMO gap, eV: 10.522

ORCA input file:
```
! wB97M-V def2-TZVPD RIJCOSX def2/J DEFGRID3
* xyz 0 1
O 2.7803 0.9244 0.5236
C 2.0269 1.3700 -0.3136
O 1.9860 0.9679 -1.6182
C 0.8378 1.3893 -2.3210
C 0.1352 2.1445 -1.2275
F -1.0782 1.5699 -1.0058
O 1.0502 2.2270 -0.1975
H 1.1627 2.0062 -3.1588
H 0.1508 0.7051 -2.8191
H -0.0932 3.0972 -1.7053
C 3.2761 -3.9715 4.4176
O 4.4090 -4.1261 5.2842
C 5.6392 -4.5227 4.8793
O 5.9219 -4.8820 3.7365
O 6.4159 -4.6140 5.8593
C 7.6760 -5.1370 5.8009
H 3.4510 -4.6397 3.5744
H 3.0851 -3.0118 3.9374
H 2.3801 -4.2535 4.9705
H 8.4191 -4.4301 5.4319
H 7.7179 -6.0778 5.2520
H 8.1394 -5.3355 6.7674
Cl -2.8481 2.6487 -6.6270
C -3.5254 3.2923 -8.1793
Cl -5.0809 4.0374 -7.8310
H -2.8850 4.0198 -8.6782
H -3.7465 2.4447 -8.8278
Cl -3.3281 -4.4385 -7.5972
C -2.7619 -3.3422 -6.3377
Cl -1.0557 -2.9448 -6.5354
H -3.3151 -2.4053 -6.4039
H -2.9455 -3.9281 -5.4370
Cl -4.1870 -3.3262 -0.7625
C -5.2979 -1.9339 -0.8946
Cl -5.4994 -1.3510 -2.5316
H -6.2542 -2.2347 -0.4666
H -4.9725 -1.1152 -0.2528
Cl -0.5940 2.8653 7.2017
C -0.1474 2.2207 5.5509
Cl -1.3661 0.9598 5.0856
H -0.0510 3.0129 4.8084
H 0.8641 1.8245 5.6400
Cl -3.1676 6.7786 2.0655
C -3.2843 7.8110 0.5980
Cl -3.2538 6.8607 -0.9526
H -4.2720 8.2614 0.6956
H -2.5141 8.5823 0.6015
*
```

Löwdin population analysis, charges in e, atoms 1 to 8: atom 1 (O): 0.167, atom 2 (C): -0.531, atom 3 (O): 0.070, atom 4 (C): -0.070, atom 5 (C): -0.328, atom 6 (F): 0.070, atom 7 (O): 0.176, atom 8 (H): 0.136

Arrangement b

Computed, not measured: a cluster of 7 separate species, C11H19Cl10FO6 in total, with ωB97M-V with the def2-TZVPD basis set.

LUMO energy, eV: 0.392
HOMO-LUMO gap, eV: 10.962

ORCA input file:
```
! wB97M-V def2-TZVPD RIJCOSX def2/J DEFGRID3
* xyz 0 1
O -0.6907 -3.5138 -0.9202
C -1.0869 -4.6974 -1.0018
O -1.3336 -5.2968 -2.2525
C -1.8123 -6.5720 -1.9686
C -1.3085 -6.8110 -0.5591
F -0.1061 -7.3567 -0.6233
O -1.1953 -5.5677 -0.0088
H -2.8957 -6.6406 -2.0670
H -1.3256 -7.2060 -2.7097
H -1.9817 -7.4322 0.0316
C 2.2225 2.7926 2.5718
O 0.8493 3.1014 2.3390
C 0.4899 3.5527 1.1273
O 1.2124 3.8804 0.1299
O -0.8275 3.6530 1.1446
C -1.4477 4.1751 -0.0082
H 2.4215 2.7916 3.6435
H 2.9370 3.5280 2.2022
H 2.5277 1.8213 2.1823
H -1.3227 3.5852 -0.9162
H -1.1805 5.2011 -0.2609
H -2.5241 4.2381 0.1516
Cl -2.6282 -2.6977 1.6850
C -1.0736 -3.1960 2.4596
Cl -1.3115 -3.4622 4.1955
H -0.6690 -4.0800 1.9668
H -0.3867 -2.3524 2.3918
Cl 6.2607 3.4414 -1.2141
C 4.4711 3.1249 -1.5745
Cl 3.8296 1.8632 -0.4744
H 3.9895 4.0806 -1.3677
H 4.2391 2.7911 -2.5858
Cl 2.0119 3.2682 -4.3099
C 0.6491 3.2872 -3.1914
Cl 0.2218 1.6011 -2.7972
H 0.9648 3.9200 -2.3620
H -0.1631 3.7341 -3.7648
Cl -0.5624 -0.1209 0.1114
C 1.0890 -0.7371 -0.1089
Cl 1.9648 -0.9522 1.3887
H 1.0216 -1.6722 -0.6649
H 1.5860 -0.0009 -0.7407
Cl -4.8279 1.1835 0.8961
C -3.3157 1.2927 1.7135
Cl -3.3776 2.4356 3.0785
H -3.0259 0.2803 1.9949
H -2.5787 1.7408 1.0470
*
```

Löwdin population analysis, charges in e, atoms 1 to 8: atom 1 (O): 0.086, atom 2 (C): -0.449, atom 3 (O): 0.071, atom 4 (C): -0.089, atom 5 (C): -0.364, atom 6 (F): 0.115, atom 7 (O): 0.146, atom 8 (H): 0.142

Of them, the most stable is arrangement b and the least stable is arrangement a.

Arrangement a

Computed, not measured: a cluster of 2 separate species, C4H5PS in total, with ωB97M-V with the def2-TZVPD basis set.

LUMO energy (alpha / beta), eV: -1.011 / -1.096
HOMO-LUMO gap (alpha / beta), eV: 6.994 / 6.923

ORCA input file:
```
! wB97M-V def2-TZVPD RIJCOSX def2/J DEFGRID3
* xyz 0 1
C -0.6760 -0.4169 -0.6942
C -0.1600 -0.8193 0.6134
C -1.0379 0.8520 -0.7201
C -0.0336 0.2808 1.4182
P 2.4304 -0.8728 -0.6630
S -0.4564 1.7646 0.6352
H -1.0344 -1.2052 -1.3596
H 0.1070 -1.7862 0.7034
H -1.3054 1.5578 -1.4661
H 0.3119 0.2805 2.2925
H 1.8544 0.3647 -0.7598
*
```

Löwdin population analysis, charges in e, atoms 1 to 8: atom 1 (C): -0.270, atom 2 (C): -0.272, atom 3 (C): -0.435, atom 4 (C): -0.408, atom 5 (P): 0.557, atom 6 (S): 0.974, atom 7 (H): 0.112, atom 8 (H): 0.040

Arrangement b

Computed, not measured: the molecule C4H5PS, with ωB97M-V with the def2-TZVPD basis set.

LUMO energy (alpha / beta), eV: -1.242 / -1.771
HOMO-LUMO gap (alpha / beta), eV: 7.183 / 6.627

ORCA input file:
```
! wB97M-V def2-TZVPD RIJCOSX def2/J DEFGRID3
* xyz 0 1
C -0.2172 1.1622 -0.4971
C 0.9454 0.6164 -0.1789
C -1.2634 0.1229 -0.0888
C -0.4617 -1.0238 0.5407
P 2.5364 0.6221 0.4012
S 3.4184 -0.9977 -0.3894
H -0.3127 2.1360 -0.9512
H -2.0722 0.6914 0.6124
H -1.8556 -0.3950 -1.0160
H -0.2958 -2.0008 -0.0854
H -0.4216 -0.9337 1.6524
*
```

Löwdin population analysis, charges in e, atoms 1 to 8: atom 1 (C): -0.178, atom 2 (C): -0.495, atom 3 (C): -0.304, atom 4 (C): 0.004, atom 5 (P): 0.398, atom 6 (S): 0.013, atom 7 (H): 0.094, atom 8 (H): 0.140

Of them, the most stable is arrangement a and the least stable is arrangement b.

Arrangement a

Computed, not measured: a cluster of 11 separate species, H20NO13 in total, with ωB97M-V with the def2-TZVPD basis set.

LUMO energy, eV: 2.536
HOMO-LUMO gap, eV: 9.483

ORCA input file:
```
! wB97M-V def2-TZVPD RIJCOSX def2/J DEFGRID3
* xyz -1 1
N 0.6004 -0.4739 -0.8175
O 0.3317 -1.2085 0.1430
O 0.7616 0.7339 -0.6029
O 0.0858 -0.7670 -1.9376
O -1.6873 -3.0944 -0.2327
H -0.8775 -2.6056 -0.1414
H -2.2143 -2.7949 0.4970
O 2.5513 -0.9858 2.0012
H 1.7558 -1.0295 1.5061
H 2.8496 -1.8948 2.1214
O -0.9257 1.5274 -3.9319
H -0.5508 2.3669 -3.6504
H -0.5632 0.7621 -3.4602
O 0.2619 -3.7372 2.2631
H 0.3485 -3.0345 1.5747
H 0.8585 -3.5337 2.9464
O 1.3877 3.4102 -0.6143
H 2.2965 3.6323 -0.6779
H 1.3689 2.5403 -0.2883
O 0.3153 2.6546 2.1193
H 1.1414 2.2499 1.9050
H -0.2395 1.9316 2.2353
O -2.6939 -1.5174 -2.3835
H -1.9751 -1.9153 -1.9686
H -2.3157 -1.1946 -3.2176
O 2.6622 1.7430 1.5580
H 2.4016 0.8115 1.3162
H 3.3433 1.4954 2.1953
O -1.7467 0.4104 1.5173
H -2.0113 0.6403 0.6652
H -1.0561 -0.1907 1.3810
O -2.0704 1.3503 -1.1171
H -2.8847 0.9993 -1.4467
H -1.5097 0.7185 -1.4570
*
```

Löwdin population analysis, charges in e, atoms 1 to 8: atom 1 (N): -0.491, atom 2 (O): -0.082, atom 3 (O): 0.017, atom 4 (O): -0.034, atom 5 (O): -0.035, atom 6 (H): -0.027, atom 7 (H): 0.041, atom 8 (O): -0.037

Arrangement b

Computed, not measured: a cluster of 11 separate species, H20NO13 in total, with ωB97M-V with the def2-TZVPD basis set.

LUMO energy, eV: 2.283
HOMO-LUMO gap, eV: 9.732

ORCA input file:
```
! wB97M-V def2-TZVPD RIJCOSX def2/J DEFGRID3
* xyz -1 1
N 12.9810 3.3880 10.1130
O 12.0190 2.6630 9.6530
O 14.1240 3.1390 9.6190
O 12.7780 4.5620 10.6320
O 9.4470 2.4270 9.7550
H 10.3690 2.5810 9.5200
H 9.4600 2.1050 10.6550
O 10.4840 4.1120 12.2940
H 11.3790 4.0560 11.9610
H 10.1600 4.9650 12.1390
O 15.1080 6.1440 10.1610
H 14.9480 6.9740 10.6540
H 14.4490 5.5920 10.5340
O 11.7010 0.3030 11.0440
H 11.7530 1.1840 10.6420
H 11.1820 -0.1310 10.3300
O 15.6780 3.4230 12.1540
H 15.8770 3.6530 11.2630
H 14.7210 3.2730 12.2260
O 13.9990 0.5820 8.3090
H 14.9320 0.7860 8.2310
H 13.4810 1.4520 8.4050
O 16.7300 4.1630 9.1920
H 16.4600 3.3190 8.8700
H 15.9620 4.6640 9.3170
O 11.6130 4.9930 7.7310
H 10.7890 4.7160 8.2060
H 12.3080 5.2140 8.3560
O 12.6430 2.7380 6.6490
H 13.4090 3.3280 6.4650
H 12.2450 3.3940 7.2600
O 11.0290 6.8080 10.4410
H 10.6060 7.0870 11.2710
H 11.3300 5.9140 10.4990
*
```

Löwdin population analysis, charges in e, atoms 1 to 8: atom 1 (N): -0.395, atom 2 (O): -0.081, atom 3 (O): 0.006, atom 4 (O): -0.080, atom 5 (O): -0.077, atom 6 (H): -0.037, atom 7 (H): 0.016, atom 8 (O): -0.024

Of them, the most stable is arrangement b and the least stable is arrangement a.